Entry 1:
Entry from the Open Molecules 2025 dataset: C24H23BiN3O2S as an isolated structure (ωB97M-V/def2-TZVPD).

Geometry (Å):
Bi: -1.185 1.299 -2.611
C: 0.929 5.133 -1.372
C: 0.086 3.910 -1.183
O: 0.017 3.133 -2.206
C: -0.564 3.684 0.016
C: -1.358 2.573 0.360
C: -1.858 2.488 1.770
N: -1.671 1.579 -0.467
N: -2.334 0.512 0.126
C: -2.576 -0.473 -0.675
O: -2.273 -0.464 -1.954
C: -3.193 -1.702 -0.123
C: -3.639 -1.743 1.197
C: -4.155 -2.917 1.715
C: -4.229 -4.058 0.923
C: -3.795 -4.016 -0.393
C: -3.281 -2.839 -0.918
H: 0.472 5.757 -2.143
H: 1.914 4.843 -1.736
H: 1.028 5.712 -0.457
H: -0.429 4.423 0.791
H: -1.579 3.379 2.325
H: -1.446 1.602 2.253
H: -2.941 2.367 1.778
H: -3.568 -0.853 1.808
H: -4.506 -2.947 2.738
H: -4.637 -4.973 1.329
H: -3.860 -4.900 -1.015
H: -2.947 -2.794 -1.946
N: 0.697 0.224 -2.139
S: 1.518 0.641 -0.804
C: 3.147 -0.028 -1.058
C: 3.568 -1.216 -0.483
C: 4.849 -1.670 -0.761
C: 5.683 -0.943 -1.598
C: 5.247 0.250 -2.163
C: 3.974 0.719 -1.890
C: 0.903 -0.298 0.573
C: 0.213 -1.488 0.402
C: -0.261 -2.156 1.520
C: -0.038 -1.631 2.786
C: 0.653 -0.437 2.945
C: 1.125 0.245 1.833
H: 0.743 -0.769 -2.354
H: 2.920 -1.777 0.178
H: 5.194 -2.596 -0.320
H: 6.681 -1.303 -1.808
H: 5.901 0.819 -2.809
H: 3.623 1.649 -2.321
H: 0.011 -1.880 -0.587
H: -0.826 -3.071 1.397
H: -0.417 -2.152 3.655
H: 0.818 -0.030 3.933
H: 1.654 1.184 1.942

Calculated values
Frontier orbital gap   7.7 eV
Maximum force   0.002 Eh/bohr
M   626.5 g mol⁻¹
Energy relative to the best compared isomer or geometry (same formula, charge and spin)   0.000 eV
Multiplicity   1
Energy   -1855.68459 hartree
E_LUMO   -3.061 eV
Net charge   +1

***

Entry 2:
Entry from the Open Molecules 2025 dataset: CH9MnO8P as an isolated structure at a distorted geometry (ωB97M-V/def2-TZVPD).

Geometry (Å):
Mn: 0.183 0.034 -0.174
C: -2.854 -0.297 1.389
O: -1.784 -0.688 0.623
H: -2.546 -0.077 2.432
H: -3.365 0.621 1.021
H: -3.607 -1.104 1.464
P: 1.842 -1.906 0.673
O: 1.284 -0.589 1.395
O: 1.685 -3.119 1.598
O: 3.249 -1.703 0.072
O: 0.786 -1.851 -0.473
O: 2.122 0.814 -0.839
H: 2.669 1.484 -1.268
H: 2.752 0.108 -0.498
O: -0.285 0.249 -2.189
H: -0.999 0.138 -2.828
H: 0.475 0.574 -2.690
O: -0.362 2.088 0.053
H: -0.956 2.359 0.772
H: -0.290 2.864 -0.534

Calculated values
Frontier orbital gap (spin up / spin down)   3.0 / 3.8 eV
Maximum force   0.074 Eh/bohr
M   235.0 g mol⁻¹
Energy relative to the best compared isomer or geometry (same formula, charge and spin)   0.202 eV
Multiplicity   6
Energy   -2137.84466 hartree
E_LUMO (spin up / spin down)   4.632 / 4.473 eV
Net charge   -2

***

Entry 3:
Entry from the Open Molecules 2025 dataset: C34H58ClHfNO8PSi as an isolated structure at a distorted geometry (ωB97M-V/def2-TZVPD).

Geometry (Å):
Hf: -0.709 -0.601 -0.903
C: 4.379 -1.465 -1.820
C: 2.901 -1.751 -1.556
C: 2.667 -2.129 -0.102
P: 1.681 -0.509 -2.136
C: 2.058 -0.393 -3.952
C: 0.832 -0.499 -4.857
C: 2.930 0.814 -4.300
C: 1.904 1.136 -1.384
C: 3.139 1.687 -1.025
C: 3.246 2.952 -0.474
C: 4.581 3.548 -0.123
C: 2.066 3.674 -0.274
C: 0.834 3.155 -0.612
C: 0.734 1.885 -1.177
N: -0.532 1.333 -1.529
C: -1.569 2.224 -1.957
C: -1.354 3.119 -3.017
C: -0.059 3.167 -3.776
C: -2.377 3.975 -3.397
C: -3.622 3.969 -2.781
C: -4.723 4.889 -3.230
C: -3.821 3.065 -1.752
C: -2.819 2.197 -1.327
C: -3.157 1.290 -0.172
H: 4.939 -2.397 -1.726
H: 4.785 -0.776 -1.081
H: 4.576 -1.068 -2.816
H: 2.610 -2.608 -2.179
H: 2.840 -1.279 0.561
H: 3.346 -2.930 0.194
H: 1.654 -2.490 0.082
H: 2.655 -1.299 -4.107
H: 0.137 0.326 -4.710
H: 0.288 -1.429 -4.692
H: 1.157 -0.483 -5.898
H: 2.473 1.755 -4.000
H: 3.076 0.839 -5.381
H: 3.912 0.769 -3.831
H: 4.046 1.126 -1.200
H: 5.381 2.816 -0.221
H: 4.589 3.920 0.902
H: 4.816 4.390 -0.776
H: 2.119 4.665 0.161
H: -0.068 3.730 -0.444
H: 0.409 2.187 -3.817
H: 0.661 3.848 -3.316
H: -0.235 3.503 -4.797
H: -2.197 4.662 -4.217
H: -4.340 5.683 -3.870
H: -5.222 5.352 -2.379
H: -5.481 4.343 -3.796
H: -4.783 3.034 -1.250
H: -3.539 1.862 0.674
H: -2.269 0.777 0.217
H: -3.905 0.548 -0.447
O: -3.019 -2.676 -3.393
Cl: -2.170 -1.842 -2.660
O: -2.725 -1.458 -1.311
O: -1.822 -0.576 -3.260
O: -0.880 -2.468 -2.276
C: -3.373 0.145 2.978
C: -2.014 0.205 3.660
C: -1.299 1.518 3.378
C: -2.157 -0.005 5.158
O: -1.202 -0.900 3.186
Si: -0.261 -1.313 1.958
O: 0.017 -0.144 0.842
O: 1.067 -2.038 2.504
C: 1.889 -1.805 3.678
C: 3.180 -2.564 3.429
C: 2.149 -0.311 3.802
C: 1.185 -2.356 4.909
O: -0.982 -2.340 0.823
C: -1.640 -3.640 1.133
C: -0.819 -4.355 2.193
C: -1.680 -4.470 -0.135
C: -3.042 -3.350 1.633
H: -3.921 1.073 3.147
H: -3.973 -0.677 3.369
H: -3.269 0.002 1.901
H: -1.901 2.349 3.746
H: -1.117 1.670 2.314
H: -0.336 1.546 3.890
H: -2.835 0.737 5.580
H: -1.192 0.091 5.657
H: -2.561 -0.997 5.362
H: 3.706 -2.166 2.560
H: 2.970 -3.620 3.258
H: 3.838 -2.480 4.294
H: 2.671 0.065 2.920
H: 2.761 -0.101 4.681
H: 1.213 0.242 3.910
H: 1.018 -3.429 4.801
H: 0.226 -1.869 5.069
H: 1.807 -2.198 5.790
H: 0.214 -4.488 1.870
H: -1.259 -5.336 2.373
H: -0.817 -3.811 3.138
H: -0.697 -4.537 -0.597
H: -2.394 -4.079 -0.857
H: -2.000 -5.480 0.123
H: -3.022 -2.812 2.579
H: -3.569 -4.293 1.786
H: -3.601 -2.765 0.901

Calculated values
Frontier orbital gap   7.5 eV
Maximum force   0.025 Eh/bohr
M   881.8 g mol⁻¹
Energy relative to the best compared isomer or geometry (same formula, charge and spin)   0.167 eV
Multiplicity   1
Energy   -3125.99564 hartree
E_LUMO   -2.684 eV
Net charge   +1